1.
C43H58NO4P3PdSi as an isolated structure. Source: the Open Molecules 2025 dataset; level of theory: ωB97M-V with the def2-TZVPD basis set.

The HOMO-LUMO gap comes out at 7.5 eV. The total energy is -3470.5310 hartree.

Atoms and positions in Å:
Pd1 -0.31 0.20 -0.54
C1 3.21 1.74 0.04
C2 3.06 0.90 -1.23
C3 4.42 0.54 -1.81
P1 1.92 -0.51 -0.85
C4 2.02 -1.77 -2.21
C5 1.74 -1.13 -3.57
C6 3.26 -2.67 -2.27
C7 2.65 -1.22 0.68
C8 3.92 -1.79 0.77
C9 4.39 -2.24 2.00
C10 3.60 -2.12 3.13
C11 2.35 -1.55 3.05
C12 1.86 -1.08 1.83
Si1 0.16 -0.30 1.58
C13 -1.01 -1.52 2.45
C14 -1.43 -1.33 3.77
C15 -2.24 -2.25 4.41
C16 -2.65 -3.40 3.73
C17 -2.24 -3.60 2.43
C18 -1.42 -2.68 1.77
P2 -0.79 -2.93 0.07
C19 -0.31 -4.75 0.17
C20 -1.17 -5.74 -0.62
C21 1.16 -4.89 -0.21
C22 -2.28 -2.67 -1.02
C23 -1.83 -2.67 -2.49
C24 -3.55 -3.48 -0.79
C25 0.03 1.44 2.36
C26 0.86 1.96 3.34
C27 0.74 3.29 3.75
C28 -0.24 4.10 3.20
C29 -1.10 3.60 2.23
C30 -0.96 2.29 1.79
P3 -1.99 1.45 0.54
C31 -3.31 0.78 1.68
C32 -4.20 1.87 2.29
C33 -4.15 -0.36 1.11
C34 -2.95 2.61 -0.55
C35 -3.48 1.79 -1.73
C36 -2.24 3.86 -1.08
H1 3.62 2.72 -0.20
H2 3.87 1.25 0.75
H3 2.25 1.90 0.53
H4 2.52 1.48 -1.99
H5 5.01 -0.07 -1.13
H6 4.99 1.46 -1.99
H7 4.33 0.02 -2.77
H8 1.17 -2.41 -1.95
H9 2.63 -0.63 -3.96
H10 0.93 -0.40 -3.53
H11 1.47 -1.91 -4.28
H12 4.17 -2.10 -2.48
H13 3.12 -3.38 -3.09
H14 3.40 -3.24 -1.36
H15 4.55 -1.89 -0.10
H16 5.37 -2.69 2.06
H17 3.98 -2.49 4.08
H18 1.73 -1.47 3.94
H19 -1.12 -0.43 4.31
H20 -2.56 -2.09 5.43
H21 -3.29 -4.12 4.22
H22 -2.55 -4.51 1.91
H23 -0.41 -5.01 1.23
H24 -1.24 -5.47 -1.68
H25 -2.18 -5.82 -0.22
H26 -0.71 -6.73 -0.58
H27 1.30 -4.73 -1.28
H28 1.52 -5.89 0.03
H29 1.78 -4.16 0.32
H30 -2.50 -1.62 -0.78
H31 -1.46 -3.64 -2.81
H32 -1.05 -1.93 -2.65
H33 -2.67 -2.41 -3.14
H34 -3.47 -4.49 -1.18
H35 -4.39 -2.99 -1.30
H36 -3.81 -3.54 0.27
H37 1.63 1.34 3.77
H38 1.42 3.69 4.49
H39 -0.33 5.13 3.52
H40 -1.87 4.24 1.81
H41 -2.70 0.37 2.48
H42 -4.96 2.21 1.59
H43 -3.62 2.73 2.63
H44 -4.71 1.45 3.16
H45 -4.63 -0.10 0.17
H46 -4.94 -0.62 1.82
H47 -3.54 -1.25 0.96
H48 -3.79 2.95 0.06
H49 -2.65 1.44 -2.35
H50 -4.11 2.43 -2.35
H51 -4.08 0.94 -1.42
H52 -1.60 3.60 -1.92
H53 -1.62 4.36 -0.34
H54 -2.99 4.57 -1.43
O1 0.19 1.94 -4.51
C37 0.20 2.03 -3.29
O2 -0.32 1.19 -2.49
C38 0.87 3.25 -2.68
C39 1.42 4.21 -3.52
C40 2.02 5.34 -3.00
C41 2.06 5.52 -1.62
C42 1.51 4.58 -0.76
C43 0.92 3.45 -1.30
N1 2.69 6.71 -1.06
O3 2.67 6.85 0.15
O4 3.22 7.49 -1.83
H55 1.37 4.04 -4.58
H56 2.46 6.10 -3.64
H57 1.55 4.74 0.31
H58 0.49 2.70 -0.65

2.
C43H59BN2O6P3S2Ti as an isolated structure at a distorted geometry. Source: the Open Molecules 2025 dataset; level of theory: ωB97M-V with the def2-TZVPD basis set.

The HOMO-LUMO gap (alpha / beta) comes out at 3.2 / 4.3 eV. Its expectation value of S² is 0.76. The total energy is -4929.7248 hartree. As for the multiplicity: 2. As for the net charge: -2.

Atoms and positions in Å:
Ti1 0.48 1.92 -0.38
C1 -3.19 -3.74 -1.40
C2 -2.38 -2.84 -0.50
C3 -2.94 -2.64 0.90
C4 -0.91 -3.30 -0.37
P1 -2.39 -1.01 -1.30
C5 -1.52 -1.03 -3.05
N1 -0.08 -1.22 -3.13
B1 0.96 -0.18 -2.63
N2 2.22 -0.79 -3.41
C6 3.62 -0.61 -3.05
P2 3.53 -0.39 -1.15
C7 3.81 -2.13 -0.31
C8 5.24 -2.60 -0.02
C9 3.04 -2.11 1.00
C10 3.09 -3.16 -1.18
C11 5.03 0.69 -0.74
C12 5.11 2.09 -1.49
C13 5.03 1.15 0.78
C14 6.31 -0.05 -1.07
C15 1.84 -1.74 -4.33
C16 2.58 -2.37 -5.34
C17 1.85 -3.08 -6.32
C18 0.54 -3.44 -6.10
C19 -0.18 -2.92 -5.01
C20 0.42 -1.99 -4.17
C21 -4.20 -0.54 -1.74
C22 -4.26 0.95 -2.06
C23 -4.83 -1.19 -3.02
C24 -5.12 -0.71 -0.50
H1 -3.45 -4.67 -0.94
H2 -4.16 -3.30 -1.63
H3 -2.63 -3.97 -2.30
H4 -2.62 -1.68 1.37
H5 -2.66 -3.52 1.54
H6 -4.05 -2.62 0.91
H7 -0.92 -4.37 -0.09
H8 -0.38 -3.37 -1.35
H9 -0.29 -2.75 0.35
H10 -2.03 -1.74 -3.69
H11 -1.70 0.03 -3.35
H12 4.22 -1.48 -3.17
H13 4.06 0.29 -3.55
H14 5.76 -1.87 0.62
H15 5.20 -3.53 0.58
H16 5.86 -2.74 -0.92
H17 1.97 -2.05 0.80
H18 3.22 -3.03 1.53
H19 3.32 -1.25 1.64
H20 3.64 -3.52 -2.07
H21 2.80 -4.09 -0.65
H22 2.15 -2.83 -1.64
H23 4.26 2.70 -1.20
H24 6.09 2.65 -1.28
H25 4.90 2.12 -2.56
H26 4.62 0.45 1.51
H27 6.04 1.29 1.08
H28 4.43 2.03 0.91
H29 6.16 -0.84 -1.83
H30 6.97 0.59 -1.69
H31 6.93 -0.45 -0.26
H32 3.65 -2.34 -5.46
H33 2.41 -3.37 -7.18
H34 0.02 -4.16 -6.79
H35 -1.25 -3.06 -4.90
H36 -5.23 1.31 -2.35
H37 -4.01 1.53 -1.13
H38 -3.46 1.24 -2.83
H39 -4.44 -0.73 -3.92
H40 -4.58 -2.26 -3.07
H41 -5.94 -1.06 -3.03
H42 -4.64 -0.49 0.47
H43 -5.96 -0.05 -0.69
H44 -5.52 -1.74 -0.49
O1 0.93 0.07 0.02
C25 1.64 -0.07 -1.14
S1 0.67 1.62 -2.76
O2 1.75 4.78 1.31
S2 1.74 4.18 0.02
O3 0.30 3.95 -0.52
O4 1.99 2.62 0.38
O5 2.55 4.74 -1.04
O6 -0.89 1.89 1.08
P3 -1.48 2.08 2.56
C26 -0.99 3.62 3.40
C27 -0.76 3.51 4.75
C28 -0.38 4.67 5.44
C29 -0.06 5.83 4.72
C30 -0.14 5.87 3.35
C31 -0.65 4.74 2.65
C32 -3.26 2.26 2.62
C33 -3.95 2.89 1.58
C34 -5.33 3.02 1.62
C35 -6.02 2.72 2.75
C36 -5.34 2.29 3.90
C37 -3.95 2.22 3.86
C38 -0.85 0.68 3.53
C39 0.53 0.63 3.95
C40 1.01 -0.50 4.57
C41 0.13 -1.63 4.81
C42 -1.22 -1.48 4.58
C43 -1.74 -0.31 3.98
H45 -0.90 2.64 5.34
H46 -0.16 4.62 6.53
H47 0.37 6.63 5.27
H48 0.16 6.75 2.79
H49 -0.75 4.79 1.56
H50 -3.48 3.09 0.63
H51 -5.78 3.45 0.77
H52 -7.05 2.97 2.80
H53 -5.82 2.09 4.85
H54 -3.41 1.98 4.77
H55 1.24 1.42 3.70
H56 2.01 -0.51 4.97
H57 0.58 -2.57 5.13
H58 -1.91 -2.30 4.90
H59 -2.83 -0.26 3.80